Entry 1:
105
Properties=species:S:1:pos:R:3:forces:R:3 method="wB97M-V/def2-TZVPD" orbital_gap_ev=8.45 e_tot_ev=-74755.295 fmax_ha_per_bohr=0.083 charge=+5 lumo_ha=-0.3843
C -23.82249 5.22239 -9.36099 1.594 -0.990 -0.171
N -24.18667 6.33683 -8.45332 -1.019 -0.079 -0.731
C -23.43262 6.68005 -7.40248 -0.550 -0.001 -1.300
C -23.88530 7.70265 -6.61261 2.256 0.059 3.611
C -25.04659 8.38837 -6.71206 -1.504 -0.363 -1.969
C -25.81449 7.98264 -7.84312 -0.151 1.015 -0.052
C -25.36355 6.99720 -8.69320 0.099 -0.544 0.648
C -25.41266 9.47577 -5.75558 -0.307 0.894 -0.458
C -25.87410 10.71782 -6.23070 -0.175 -0.357 -0.656
C -26.17435 11.74002 -5.33310 -0.082 -0.307 -0.944
N -26.11964 11.56584 -4.01329 0.535 -1.326 -0.273
C -25.72860 10.35768 -3.54995 0.029 -0.066 0.593
C -25.31056 9.33934 -4.37070 0.160 -1.246 0.109
C -26.46548 12.61984 -3.07536 -0.632 0.402 1.308
H -24.31684 4.28285 -9.11705 -0.473 0.289 0.465
H -22.72471 4.95492 -9.22787 -1.307 0.831 -0.416
H -24.08817 5.41994 -10.41210 0.383 0.387 0.559
H -22.48770 6.17173 -7.30907 0.120 0.032 0.369
H -23.30778 7.91997 -5.69034 0.188 -0.168 -0.934
H -26.73798 8.47642 -8.15029 0.115 -0.183 0.374
H -25.99828 6.62662 -9.50147 0.491 0.215 0.091
H -26.04446 10.88721 -7.32604 0.343 -0.020 1.266
H -26.50725 12.68958 -5.70387 -0.071 0.378 0.056
H -25.80214 10.20025 -2.47999 0.194 0.222 -0.047
H -24.97755 8.37338 -3.91682 -0.381 1.066 -0.360
H -26.94566 13.43030 -3.60639 0.012 0.135 -0.013
H -25.60718 12.97163 -2.50259 0.281 0.016 -0.504
H -27.14430 12.23617 -2.29539 0.002 -0.024 -0.606
C -16.37179 4.05026 -6.93832 -0.308 -1.465 0.116
N -15.26795 4.47870 -6.07097 -0.751 -0.329 0.626
C -15.61334 5.38936 -5.14786 -0.811 0.833 0.273
C -14.66905 5.95962 -4.30326 1.330 -1.785 -1.151
C -13.33450 5.49777 -4.39813 -0.718 0.488 -0.417
C -13.07252 4.46726 -5.33263 1.143 0.641 1.288
C -14.05602 3.95744 -6.13652 0.964 0.323 0.342
C -12.32269 6.12210 -3.45465 0.824 -1.365 0.702
C -12.37660 7.45147 -3.02889 0.050 -0.591 -0.155
C -11.60506 7.91071 -1.97073 -0.171 -1.247 -1.701
N -10.68336 7.12300 -1.42204 -0.460 -0.030 0.467
C -10.51370 5.86106 -1.86228 -0.278 -0.234 0.001
C -11.33180 5.30059 -2.83531 0.011 0.916 -0.784
C -10.01075 7.59025 -0.17461 -0.861 -1.479 0.661
H -16.52664 4.89540 -7.55499 -0.885 0.790 -0.642
H -17.23925 3.79774 -6.27233 0.736 0.313 -0.994
H -16.09680 3.21127 -7.61789 0.004 0.468 0.880
H -16.70114 5.63518 -5.15212 1.110 0.190 0.267
H -14.88283 6.64193 -3.53847 -0.929 0.949 0.661
H -12.06961 4.05374 -5.38255 -0.167 -0.005 -0.219
H -13.85016 3.14851 -6.80306 -0.138 -0.228 -0.477
H -13.00906 8.11810 -3.56506 -0.541 0.620 0.028
H -11.70154 8.89016 -1.62246 -0.036 1.350 0.619
H -9.74383 5.34195 -1.31781 0.107 -0.427 -0.245
H -11.13793 4.29573 -3.22377 -0.121 0.301 0.565
H -9.28348 8.34041 -0.35806 0.510 0.701 -0.301
H -9.55799 6.70433 0.28232 0.156 0.349 -0.139
H -10.80147 7.90485 0.52219 0.367 0.201 -0.353
C -25.67487 -3.46764 -5.81586 -0.757 0.205 -1.242
N -27.05360 -3.98842 -5.50604 0.607 -0.516 2.353
C -28.01131 -3.92086 -6.57903 -0.311 0.989 -3.225
C -26.96389 -5.49542 -5.21346 2.028 1.380 1.637
C -27.58342 -3.25273 -4.25219 -2.508 -0.005 -1.792
C -26.82168 -3.27522 -2.99035 -0.170 -0.255 0.370
O -25.71279 -2.45565 -3.08598 1.376 0.149 -1.025
H -25.64605 -2.38913 -5.82263 -0.277 0.318 0.686
H -25.43991 -3.68125 -6.85021 0.133 -0.786 -0.146
H -24.98434 -3.90134 -5.12304 0.361 -0.029 0.254
H -28.99080 -4.28349 -6.32370 -0.209 -0.225 0.515
H -27.65420 -4.50502 -7.45550 -0.076 -0.017 0.797
H -28.13892 -2.93332 -7.05428 0.199 0.048 0.859
H -27.93130 -5.78865 -4.83541 -0.234 -0.437 -0.384
H -26.20737 -5.59578 -4.34115 -1.126 -0.198 -1.757
H -26.61724 -5.90168 -6.16898 -0.206 -0.558 0.637
H -28.62110 -3.63625 -4.09803 0.877 -0.301 0.086
H -27.82858 -2.23620 -4.57979 0.676 0.043 -0.023
H -26.65479 -4.29476 -2.64467 0.489 -0.150 0.028
H -27.46830 -2.83058 -2.27365 -1.064 0.128 0.722
H -25.44973 -2.10348 -2.24447 0.061 0.049 0.632
C -16.79844 -2.19499 4.67735 -1.013 -1.085 -0.558
N -16.32435 -1.67545 3.32541 -0.076 -0.830 -0.150
C -15.08415 -0.85258 3.60541 -0.146 0.561 -0.559
C -15.88824 -2.76568 2.36241 0.312 0.509 1.179
C -17.56739 -0.93548 2.76344 1.261 0.314 -0.109
C -17.56271 -0.42265 1.31663 1.270 -1.945 0.327
O -16.36245 0.27662 1.09183 0.159 0.243 -0.402
H -16.05128 -2.78054 5.17299 0.607 -0.618 -0.248
H -17.77081 -2.77121 4.63221 1.249 0.617 -0.335
H -16.93610 -1.37325 5.33635 -0.329 1.031 0.244
H -14.69801 -0.50346 2.65328 -0.106 0.156 0.035
H -14.26460 -1.36206 4.13187 -0.771 -0.561 -0.154
H -15.38387 -0.02532 4.21921 -0.127 0.541 0.185
H -16.69820 -3.41595 2.14358 -0.782 -0.440 -0.284
H -15.13557 -3.30949 2.89588 0.409 -0.532 0.204
H -15.41584 -2.34867 1.48323 -0.286 0.345 -0.145
H -17.65424 -0.08727 3.44590 -0.493 -0.197 -0.032
H -18.37210 -1.66684 2.80132 -0.103 0.200 0.533
H -18.39041 0.24014 1.33217 -1.107 0.499 -0.521
H -17.69959 -1.30186 0.59808 0.069 1.257 0.735
H -16.44505 0.81794 0.29415 0.032 -0.178 0.224
P -19.01966 7.31842 -4.83607 1.723 0.727 1.281
F -18.40762 6.32557 -5.97276 -0.687 -0.436 -0.909
F -20.29800 7.80017 -5.71516 0.522 -0.352 0.036
F -19.87346 6.08122 -4.25879 -0.338 0.395 0.105
F -19.32234 8.33468 -3.64508 -1.689 -0.296 0.310
F -17.74291 6.82750 -3.89338 0.298 -0.703 0.234
F -18.05907 8.45387 -5.41231 -0.015 0.429 -1.142



Entry 2:
104
Properties=species:S:1:pos:R:3:forces:R:3 method="wB97M-V/def2-TZVPD" orbital_gap_ev=8.40 e_tot_ev=-71510.578 fmax_ha_per_bohr=0.030 lumo_ha=-0.0233
C 1.96529 0.85555 -3.23175 0.008 0.623 -0.506
C 1.46711 2.22973 -3.62109 -0.671 -0.736 -0.150
C 2.20405 3.38685 -3.50644 0.344 0.198 0.209
C 1.67076 4.61902 -3.87026 -0.241 -0.059 -0.190
C 0.38346 4.69310 -4.38044 0.459 -0.195 0.148
C -0.35965 3.52820 -4.52110 -0.413 -0.263 -0.279
C -1.75484 3.63726 -5.11350 -0.273 -0.047 0.205
C -2.65666 2.47944 -4.78768 0.044 -0.047 0.155
C -2.84499 1.39909 -5.65445 0.034 0.396 0.129
C -3.68536 0.33974 -5.34099 -0.127 -0.161 0.130
C -4.38401 0.30439 -4.13744 0.134 0.097 0.095
C -4.21278 1.37892 -3.28620 0.192 -0.107 0.098
C -3.36456 2.43193 -3.59322 0.045 -0.145 -0.028
C -3.39405 3.38495 -2.43725 -0.306 -0.768 -0.862
O -2.56250 4.14377 -2.09780 0.405 0.864 0.419
N -4.65969 3.09796 -1.72425 0.015 0.102 -0.150
P -5.83869 4.12463 -2.44550 0.394 1.361 0.622
O -5.43079 5.53716 -2.38993 0.025 -0.036 -0.086
C -4.82248 1.66538 -1.95491 0.021 0.582 -0.867
O -5.31723 0.93093 -1.17466 -0.704 -0.717 0.569
C 0.17236 2.30218 -4.14238 0.165 0.841 -0.027
H 1.79030 0.19420 -4.07816 0.082 -0.219 0.016
H 1.39059 0.47541 -2.39228 0.190 -0.104 0.250
H 3.03214 0.88232 -3.03331 0.055 -0.175 0.278
H 3.21138 3.32909 -3.11514 0.083 0.050 0.041
H 2.26398 5.51566 -3.77013 0.060 0.068 0.041
H -0.04218 5.63868 -4.68012 -0.036 0.136 0.022
H -1.74166 3.77073 -6.19563 0.260 -0.065 -0.095
H -2.21926 4.53533 -4.70963 0.016 0.148 0.024
H -2.32103 1.42129 -6.59982 0.005 -0.110 -0.107
H -3.80144 -0.47276 -6.04319 -0.001 -0.036 -0.072
H -5.04155 -0.50823 -3.86925 -0.027 -0.103 -0.050
H -5.94780 3.71439 -3.79053 -0.289 -0.513 0.184
H -7.04826 3.91109 -1.76636 0.101 -0.690 -0.140
H -0.42243 1.40861 -4.25613 0.001 -0.190 0.039
C 3.31253 2.43814 0.11608 0.114 0.029 -0.098
O 4.22695 3.49186 0.32211 0.027 -0.072 0.157
C 3.61074 4.63381 0.89408 0.147 -0.054 -0.260
C 4.62985 5.49596 1.60363 -0.047 0.105 0.079
O 5.00809 5.00694 2.88289 0.020 -0.019 -0.036
C 5.88665 3.89185 2.91687 -0.046 0.005 0.139
C 7.31648 4.22265 2.55106 0.021 -0.173 -0.239
O 7.47243 4.30218 1.14418 -0.097 0.192 0.006
C 8.63035 5.01530 0.77707 -0.047 -0.097 -0.031
H 2.52422 2.72317 -0.59072 -0.092 0.000 0.098
H 3.86289 1.60008 -0.30924 0.028 0.004 0.030
H 2.87046 2.12641 1.06961 -0.123 -0.040 -0.072
H 2.83449 4.33101 1.60681 -0.012 0.028 0.017
H 3.14476 5.21707 0.08769 -0.120 0.056 0.104
H 4.16218 6.46344 1.79890 -0.010 -0.014 0.034
H 5.50267 5.67360 0.97255 -0.003 -0.147 -0.075
H 5.50683 3.06788 2.30987 0.093 0.037 -0.138
H 5.88222 3.56357 3.95861 -0.008 0.039 0.009
H 7.97749 3.42961 2.92812 0.015 0.075 0.143
H 7.59712 5.17444 3.01831 0.000 -0.009 0.046
H 8.58811 6.04741 1.14471 0.069 -0.012 0.042
H 8.67634 5.03513 -0.31005 -0.010 -0.039 -0.002
H 9.53451 4.52883 1.16174 0.032 0.062 0.017
C 1.59464 -5.60400 1.80496 0.004 0.081 0.049
O 1.93098 -4.29108 2.18460 -0.151 0.039 -0.071
C 2.90813 -3.70623 1.34202 -0.029 -0.056 0.281
C 2.81317 -2.19859 1.39673 0.101 0.101 -0.151
O 1.74809 -1.66773 0.61793 -0.015 -0.008 0.094
C 0.43390 -1.81785 1.14019 -0.043 0.071 -0.193
C 0.12625 -0.91554 2.31396 -0.044 -0.219 0.209
O 0.66095 -1.44928 3.51245 0.200 0.063 -0.074
C 0.78420 -0.47233 4.52115 -0.044 -0.102 0.002
H 2.46036 -6.27418 1.85966 -0.016 -0.025 -0.062
H 0.82978 -5.95817 2.49410 0.025 -0.003 0.030
H 1.18422 -5.61593 0.78764 0.060 -0.104 -0.024
H 2.76977 -4.03761 0.30576 0.014 0.010 -0.017
H 3.90197 -4.02279 1.68785 0.058 0.025 -0.144
H 3.72196 -1.79154 0.94739 -0.022 -0.003 -0.039
H 2.76965 -1.84283 2.42752 -0.100 -0.133 0.061
H 0.21897 -2.86109 1.37895 0.031 0.018 0.165
H -0.22693 -1.52579 0.32023 0.031 0.029 -0.012
H -0.96405 -0.83193 2.42746 -0.007 0.132 -0.109
H 0.54268 0.08126 2.12237 -0.031 0.021 -0.039
H 1.46176 0.33086 4.20780 -0.060 0.054 0.008
H 1.20215 -0.95659 5.40136 -0.025 -0.034 -0.006
H -0.19130 -0.04511 4.78035 0.025 0.067 0.005
C -5.88812 -8.34488 1.77042 -0.039 0.093 -0.044
O -5.56528 -6.98131 1.91426 0.217 -0.081 0.066
C -5.80369 -6.50528 3.22847 -0.096 0.063 -0.265
C -4.97054 -5.27709 3.51776 0.011 0.055 0.122
O -3.61313 -5.56012 3.82439 -0.016 -0.016 -0.036
C -2.76370 -5.91238 2.74265 0.097 -0.031 0.112
C -2.38677 -4.74988 1.85196 -0.123 -0.098 -0.259
O -3.43042 -4.45905 0.93694 -0.099 0.122 0.159
C -3.32278 -3.15706 0.40918 -0.019 -0.106 -0.053
H -6.95178 -8.52383 1.96696 0.012 -0.063 0.029
H -5.66632 -8.63176 0.74433 -0.017 0.037 -0.015
H -5.28566 -8.96413 2.44552 -0.063 -0.025 0.032
H -5.56730 -7.28317 3.96418 0.002 0.014 0.032
H -6.86795 -6.24500 3.31437 0.001 -0.031 0.160
H -5.37254 -4.81414 4.42162 0.024 -0.018 0.018
H -5.05188 -4.54721 2.71021 -0.018 -0.111 -0.122
H -3.18342 -6.73389 2.15897 -0.068 0.096 -0.121
H -1.84742 -6.27650 3.21306 -0.011 0.028 0.039
H -1.48765 -5.01266 1.27587 0.106 0.060 0.130
H -2.16956 -3.87261 2.47409 0.055 -0.018 0.026
H -3.38446 -2.40470 1.20470 0.072 0.031 -0.023
H -4.15490 -3.00616 -0.27580 0.002 -0.026 -0.009
H -2.38193 -3.02938 -0.14059 0.012 0.062 0.026



Entry 3:
99
Properties=species:S:1:pos:R:3:forces:R:3 method="wB97M-V/def2-TZVPD" orbital_gap_ev=7.46 e_tot_ev=-69295.282 fmax_ha_per_bohr=0.054 charge=+1 lumo_ha=-0.1428
O 0.90986 -2.35055 -3.85066 0.945 0.928 -0.097
O 0.45344 -4.65254 -2.73798 0.357 -1.394 -0.176
C 0.65069 -1.42958 -4.91516 0.111 -0.603 -0.105
C 0.95937 0.02926 -4.63424 0.047 0.100 -0.196
H -0.41615 -1.56589 -5.13616 0.236 0.055 -0.001
H 1.22547 -1.77799 -5.78733 -0.220 0.261 -0.057
H 0.61670 0.35602 -3.64759 0.027 -0.080 -0.046
H 0.44516 0.63911 -5.38209 0.056 -0.024 0.047
H 2.03002 0.23768 -4.72866 -0.165 0.052 0.139
C 2.16374 -2.15164 -3.15483 -0.867 0.268 -0.124
C 3.31086 -2.77033 -3.90025 0.351 -0.129 -0.002
H 2.02670 -2.60728 -2.16512 0.025 0.014 -0.294
H 2.32798 -1.07383 -2.99023 0.003 -0.287 -0.028
H 3.19126 -3.85695 -3.96270 0.066 0.242 -0.024
H 4.24346 -2.55162 -3.37260 0.020 -0.053 -0.095
H 3.38903 -2.35673 -4.91166 0.034 -0.106 0.119
C 0.93365 -5.65991 -1.83854 -0.344 0.028 -0.419
C -0.00445 -5.20170 -3.98393 -0.309 0.089 0.508
C 1.98549 -5.05589 -0.94923 0.290 -0.005 0.176
H 1.35845 -6.50080 -2.41340 -0.125 0.208 0.237
H 0.08198 -6.04065 -1.24718 0.230 -0.003 -0.127
H 2.82743 -4.67720 -1.53865 -0.132 -0.069 0.064
H 2.36806 -5.82379 -0.27232 0.016 0.078 0.039
H 1.58226 -4.23736 -0.34479 0.007 -0.089 -0.102
C 1.11975 -5.47621 -4.94355 0.098 0.030 -0.276
H -0.70071 -4.46506 -4.39720 0.137 -0.141 0.043
H -0.56991 -6.12691 -3.78552 0.028 0.192 -0.007
H 1.61205 -4.54585 -5.23197 -0.049 -0.145 0.030
H 0.71163 -5.94441 -5.84080 0.081 -0.038 -0.033
H 1.85510 -6.15824 -4.51054 0.010 0.044 -0.075
H -0.08888 -2.91400 -2.42891 -1.921 0.941 1.686
N 0.66356 1.16528 0.85059 -0.489 -0.059 0.270
C 0.69548 1.71251 2.08603 -0.196 -0.347 -1.147
C 0.24430 1.04242 3.21578 0.074 0.674 0.787
C -0.02723 -0.31575 3.35337 -0.666 -0.892 -0.990
C 1.25055 3.10023 2.20034 0.182 0.402 0.566
H 0.73058 3.80607 1.53371 0.195 -0.387 0.113
H 2.32752 3.13498 1.97086 -0.384 -0.058 -0.016
H 1.11814 3.45263 3.22992 0.084 -0.037 -0.261
C -0.02667 -0.95493 4.70730 0.174 0.300 0.711
H 0.68496 -1.79256 4.77300 -0.269 0.247 -0.156
H -1.02220 -1.33073 4.98713 0.338 0.053 -0.233
H 0.26830 -0.20459 5.44850 -0.054 -0.237 -0.089
N -0.33519 -1.11116 2.31291 -0.216 0.430 0.193
C 1.46127 1.69606 -0.22112 -0.005 0.156 -0.323
C 0.86134 2.50053 -1.20452 0.317 -0.349 0.254
C -0.53949 3.00712 -1.03513 -0.456 0.215 -0.376
C 1.61993 2.85933 -2.31814 0.206 0.050 -0.067
H 1.15841 3.48831 -3.08429 0.208 -0.231 0.194
C 2.94541 2.44198 -2.44454 -0.036 -0.010 0.053
H 3.52407 2.71651 -3.32783 -0.188 -0.061 0.248
C 3.54236 1.68891 -1.43194 -0.167 0.207 -0.024
H 4.58536 1.37742 -1.50090 -0.252 0.139 -0.067
C 2.81646 1.33046 -0.29761 -0.414 -0.012 -0.092
C 3.46153 0.57953 0.82719 0.457 -0.395 0.109
C -0.59909 -2.51995 2.47431 0.014 -0.522 -0.344
C -1.92871 -2.95754 2.63028 0.435 0.217 -0.329
C -3.00338 -1.98590 3.01468 -0.603 0.083 -0.018
C -2.21600 -4.29958 2.39070 0.216 -0.164 0.152
H -3.25554 -4.62798 2.45366 0.329 0.003 -0.020
C -1.19379 -5.19989 2.08308 0.085 0.037 0.141
H -1.42959 -6.24562 1.87665 0.055 0.312 0.090
C 0.13624 -4.77384 2.06786 -0.285 -0.079 0.206
H 0.94659 -5.48275 1.89249 -0.264 0.138 0.036
C 0.45296 -3.43195 2.27594 -0.420 0.268 -0.249
C 1.87419 -2.95509 2.22024 0.508 -0.129 -0.038
Bi -0.97407 -0.29926 0.30198 0.123 1.511 2.320
H -0.91884 3.35076 -2.00776 0.015 -0.052 0.326
H -0.57950 3.86658 -0.34566 -0.024 -0.334 -0.162
H -1.25653 2.25920 -0.65466 0.228 0.323 -0.083
H 2.88630 -0.30448 1.13758 0.043 0.296 -0.054
H 3.61164 1.21225 1.71619 -0.111 -0.178 -0.231
H 4.45216 0.22973 0.51028 -0.201 0.084 0.143
H -3.97889 -2.49045 2.97872 0.227 0.220 0.020
H -3.05976 -1.09795 2.36287 0.011 -0.331 0.285
H -2.86746 -1.62193 4.04480 -0.035 -0.077 -0.319
H 2.09694 -2.21437 3.00057 -0.065 -0.132 -0.267
H 2.13104 -2.51104 1.24325 -0.133 -0.044 0.283
H 2.55704 -3.80309 2.36982 -0.173 0.238 -0.063
H 0.21597 1.62822 4.13639 0.225 -0.268 -0.280
C -0.79606 -2.38656 -1.64273 0.965 -0.872 -1.701
Si -2.55778 -3.05159 -1.85942 0.138 -0.412 0.030
H -0.32916 -2.65340 -0.68336 -0.033 0.219 0.154
H -0.69551 -1.32581 -1.93275 0.077 -0.401 0.057
C -3.02860 -2.91659 -3.66911 -0.074 0.148 -0.027
C -3.85172 -2.13446 -0.84164 0.062 0.095 0.018
C -2.61333 -4.83999 -1.28720 0.052 -0.083 -0.028
H -3.65819 -5.14072 -1.12065 0.224 0.039 -0.044
H -2.07101 -4.97208 -0.34144 -0.132 0.028 -0.229
H -2.17864 -5.52340 -2.02934 -0.085 0.174 0.159
H -3.61621 -2.00171 -3.82963 0.110 -0.214 -0.099
H -3.65075 -3.77941 -3.94651 0.114 0.249 -0.020
H -2.15412 -2.88778 -4.33194 -0.242 -0.025 0.148
H -3.84566 -1.04800 -1.01318 -0.111 -0.165 0.083
H -3.74463 -2.32760 0.23618 -0.026 0.083 -0.172
H -4.84458 -2.51039 -1.13898 0.266 0.164 0.110
S -3.20205 3.18591 2.65133 -0.171 0.429 0.248
C -2.92159 1.90371 1.80130 0.852 -1.862 -1.156
N -2.69994 0.90464 1.14465 0.333 0.823 0.465